[1]
ORCA calculation (wB97M-V/def2-TZVPD) on a structure of composition C37H48AuBGe2N6S2.

Properties
- HOMO (spin up / spin down) (eV) = 1.615 / -2.138
- energy (eV) = -187159.920
- LUMO level (spin up / spin down) (eV) = 4.4 / 4.4
- HOMO-LUMO gap (spin up / spin down) (eV) = 2.80 / 6.55
- energy above the lowest of the compared OMol25 structures with the same formula, charge and spin (kcal/mol) = 4.6

```
! wB97M-V def2-TZVPD RIJCOSX def2/J DEFGRID3
* xyz -2 3
C -3.65500 -2.12524 3.62225
C 0.77381 4.92756 -1.57248
H 1.45960 7.55653 -1.02164
C -6.38467 -0.49853 -3.61842
C 2.11050 5.50526 -1.11112
H 0.56963 -4.51197 -1.34113
C -1.10435 -1.51143 -0.75454
C -3.74181 3.85740 0.02854
H -4.81367 5.18126 1.33529
S -0.22236 -0.07150 2.98148
C 0.92543 6.57736 0.81954
C -5.33975 3.12289 1.66548
C -4.65908 -3.08275 3.57137
C 0.42041 3.72486 3.33755
N -0.36889 2.60673 3.21901
H -2.47304 -2.18564 -3.68372
H -4.27054 -3.04643 -1.58801
C -4.11507 -1.49513 1.32940
H 3.07418 -1.21134 4.89518
H 2.83845 7.21122 0.01660
H -6.18097 -3.99395 2.35641
H 0.06990 -4.73479 -3.02487
H 2.59390 4.76955 -0.46077
H -3.17040 4.64687 -0.44473
C -5.71228 -0.07025 -2.50496
N -0.14937 4.77244 -0.46642
C -1.43223 -1.92690 -3.88425
H -4.86514 -3.70291 4.43730
C -1.80261 2.60845 3.01960
H -1.15091 -4.62768 -1.74732
C -5.11720 1.80522 1.28667
H -1.98322 0.03773 -1.90645
B 3.07580 1.15220 3.37454
N 1.70152 1.91543 3.26933
Au -0.12608 0.33183 -0.05683
H -1.30282 -2.18384 0.08068
H -6.04272 3.34515 2.46089
H -2.76982 2.32370 -1.09170
H 2.76978 5.67240 -1.96913
C -3.52340 2.53669 -0.34220
H -5.65003 1.00789 1.79489
C -4.65325 4.15222 1.03231
S 2.48269 0.06151 0.26731
H -2.02862 2.60506 1.95375
C 2.60280 -0.80256 1.73685
H 0.90379 3.94117 -2.01664
H -5.77401 0.98139 -2.23244
C -3.38864 -1.33733 2.50849
C -0.18564 -4.24502 -2.08256
C 1.50141 -1.63058 -2.79712
H 3.43690 1.15016 4.53924
H -1.03308 5.67711 1.14695
N 2.43110 -2.14090 1.85841
H 2.76093 -3.02474 -0.00744
H -5.47216 -3.78844 -3.55137
C 1.69897 3.29072 3.36541
C -5.55246 -2.74383 -3.25626
H -1.07249 -2.49557 -4.74577
H 2.45580 -3.52020 3.50870
H 1.47475 -0.54112 -2.84447
H 0.00011 4.71379 3.36552
H 1.79474 -2.02238 -3.77505
C 2.00748 -2.99786 0.77954
C 1.88778 6.80588 -0.34274
H -6.96414 0.21832 -4.19374
H 2.25145 -1.89680 -2.05495
H 0.33335 5.59605 -2.33011
C 2.59392 -2.50678 3.17650
H -0.91454 6.70871 -0.29082
N 0.07755 2.44475 -0.31105
C -0.38147 5.95670 0.31652
Ge -3.84468 -0.36073 -0.25844
C 0.42047 1.50010 3.17021
H -2.21259 3.50842 3.47841
H -5.70684 -2.58045 0.38498
H -2.59757 -0.59795 2.56671
H 0.72629 7.51312 1.35326
C 2.89877 -1.37622 3.84765
H -3.07008 -1.98485 4.52414
Ge -0.28335 -2.29558 -2.34435
H 1.84284 -3.99868 1.17579
H 3.86590 1.72767 2.66624
C -5.12632 -2.45799 1.29343
C -4.21012 1.49159 0.27474
C -4.87117 -2.32448 -2.13805
H 2.62160 3.84038 3.43267
H -6.85717 -2.21041 -4.91521
C -4.93766 -0.94947 -1.68859
C -1.98203 -0.42693 -0.91822
N 2.92353 -0.33085 2.95751
H -2.22608 1.72603 3.49056
C -5.39461 -3.24843 2.40468
H -1.39157 -0.86581 -4.13629
C -0.35155 3.50928 0.11247
C -6.33692 -1.86790 -4.02950
H 1.08209 -2.60750 0.35938
H 1.38426 5.87904 1.52474
*
```

[2]
ORCA calculation (wB97M-V/def2-TZVPD) on a cluster of 2 separate species, C4H15N2O in total.

Properties
- HOMO (eV) = -11.802
- energy (eV) = -9411.558
- LUMO level (eV) = -3.1
- HOMO-LUMO gap (eV) = 8.69
- energy above the lowest of the compared OMol25 structures with the same formula, charge and spin (kcal/mol) = 48.5

```
! wB97M-V def2-TZVPD RIJCOSX def2/J DEFGRID3
* xyz 1 1
H -1.02843 -1.11181 -1.68025
C -0.25098 -0.05617 0.06239
O -3.20643 -1.93587 0.33667
C -0.17969 -0.48846 -1.38148
H 0.15092 1.83871 1.10337
H -1.45023 0.98518 1.26841
H -2.19246 -0.63129 0.74537
H 2.29925 1.97791 -0.20843
H -3.22747 -2.31844 -0.54919
H -2.26960 0.74185 -0.07961
H 2.79846 -0.73557 0.03849
H -0.39561 0.37205 -2.02218
H 0.16513 1.94644 -0.62787
N 1.90695 1.14818 0.20957
C 3.04169 0.24671 0.45167
H 3.21521 0.18799 1.52655
H -3.09653 -2.68633 0.93513
H 0.78443 -0.87657 -1.68576
H 3.95701 0.56134 -0.03913
C 0.49459 1.30041 0.18930
H 0.13899 -0.72405 0.82631
N -1.65521 0.25780 0.58066
*
```

[3]
ORCA calculation (wB97M-V/def2-TZVPD) on a cluster of 2 separate species, C4H10O3 in total.

Properties
- HOMO (eV) = -10.335
- energy (eV) = -10450.737
- SMILES string = COCC(=O)CO.[H][H]
- LUMO level (eV) = 0.8
- HOMO-LUMO gap (eV) = 11.11
- energy above the lowest of the compared OMol25 structures with the same formula, charge and spin (kcal/mol) = 57.8

```
! wB97M-V def2-TZVPD RIJCOSX def2/J DEFGRID3
* xyz 0 1
C 2.64010 -0.00116 0.11185
O -3.37908 -0.32055 0.22610
O 1.36042 0.04370 0.69627
H 0.42914 -0.12505 -1.14871
O -1.17175 0.28529 1.51408
C -0.98989 -0.24819 0.44214
H 0.29640 2.72791 -0.30001
H 0.48228 2.23039 0.22320
H -2.10050 -0.14503 -1.38484
H 3.33280 0.45116 0.82391
H 2.66888 0.56752 -0.83090
C 0.38879 -0.52699 -0.11983
H -3.11687 0.10378 1.06201
H 2.95532 -1.03573 -0.09167
C -2.18516 -0.65139 -0.40956
H 0.51839 -1.62186 -0.20522
H -2.12924 -1.73381 -0.60884
*
```

[4]
ORCA calculation (wB97M-V/def2-TZVPD) on the molecule C19H29N3O6S.

Properties
- HOMO (eV) = -9.429
- energy (eV) = -47761.510
- SMILES string = CC(=O)N1CCC(N(CCCOC(C)C)S(=O)(=O)c2ccc([N+](=O)[O-])cc2)CC1
- LUMO level (eV) = -1.1
- HOMO-LUMO gap (eV) = 8.35
- energy above the lowest of the compared OMol25 structures with the same formula, charge and spin (kcal/mol) = 99.6

```
! wB97M-V def2-TZVPD RIJCOSX def2/J DEFGRID3
* xyz 0 1
H -4.34751 2.48160 2.81140
C -4.05368 4.24115 0.68897
C 4.07071 0.51279 -1.03546
H 1.99584 0.76770 2.21783
N 6.00654 -0.29581 0.22893
C 3.90928 0.24238 1.37269
O -0.19133 1.58616 1.36002
H -5.56829 2.71043 0.69776
H 4.66988 0.44152 -1.93056
H 0.41395 -1.97937 -1.88446
C 4.63134 0.16220 0.18816
N -0.34303 0.42669 -0.92037
O 0.32537 2.83707 -0.70025
H -2.54817 3.13885 -1.35493
H -4.56920 -4.96786 0.64453
O -2.57087 -5.03244 -0.83330
O 6.60720 -0.34957 -0.81972
H 2.28491 1.23626 -1.99296
C -0.47177 -2.02728 -1.25001
C -1.04148 0.80402 -2.12917
N -1.63903 -3.40274 0.39858
H -4.39635 4.73347 -0.21815
H -2.62027 -0.89303 0.08979
H -2.13751 1.99490 -0.06598
C -3.92332 2.04209 1.91286
H -2.52492 -2.43650 2.02883
C -1.66540 -2.33605 1.37006
H -2.97198 4.33244 0.75527
C -0.48546 -3.34555 -0.47300
H -3.06250 0.16081 -1.65247
H -3.60987 -4.40884 2.02180
H -0.87397 0.03630 -2.88866
C -2.54057 1.06605 -1.96199
H -4.49749 4.74047 1.54602
C 2.75831 0.94620 -1.06923
H -4.19792 0.99037 1.87415
H -0.75638 -2.40493 1.98095
H -0.56093 1.72930 -2.45329
C -2.79432 2.15827 -0.92622
H 4.38394 -0.03383 2.30210
H -2.83990 2.12317 1.97021
C -1.69842 -0.97699 0.66384
C -0.48095 -0.85975 -0.26249
C -3.87666 -4.20413 0.98770
O -4.14949 2.10549 -0.53226
H 0.42372 -3.43567 0.13210
H -0.54947 -4.19321 -1.15760
H -2.95274 1.36654 -2.92570
H -1.36005 -1.98737 -1.88114
C 2.59712 0.67979 1.32673
C -4.47250 2.77078 0.68161
H -1.66784 -0.17472 1.39950
S 0.33282 1.60281 0.02204
H 0.41763 -0.93647 0.36769
O 6.46154 -0.59698 1.30862
C 2.03701 1.02273 0.10930
H -4.36447 -3.23410 0.92538
C -2.65531 -4.25301 0.09533
*
```

[5]
ORCA calculation (wB97M-V/def2-TZVPD) on the molecule C4H6BNO2S.

Properties
- HOMO (eV) = -7.202
- energy (eV) = -21343.938
- SMILES string = Nc1ccsc1B(O)O
- LUMO level (eV) = 0.3
- HOMO-LUMO gap (eV) = 7.47
- energy above the lowest of the compared OMol25 structures with the same formula, charge and spin (kcal/mol) = 5.2

```
! wB97M-V def2-TZVPD RIJCOSX def2/J DEFGRID3
* xyz 0 1
C 0.10177 -0.33399 0.48288
H -0.37931 -3.69136 0.23516
O -0.32815 -2.81577 0.58820
O -0.36028 -1.62588 -1.61601
H 0.46494 1.75137 -2.11154
H 0.34857 3.04207 0.61626
C 0.22075 1.56883 2.02808
B -0.19463 -1.68735 -0.23380
H -0.33152 -2.44331 -2.13950
C 0.27576 1.97260 0.77409
H 0.04163 2.05378 2.99855
N -0.03547 1.10862 -1.55832
C 0.13518 1.07389 -0.22447
H -0.11992 0.17418 -1.98766
S 0.16069 -0.14769 2.14809
*
```